Here is 2 unconnected molecules or ions with the total composition C4H9ClO from the Open Molecules 2025 dataset. Energies are from ωB97M-V with the def2-TZVPD basis set.

Geometry as XYZ:
```
15
Properties=species:S:1:pos:R:3:forces:R:3:lowdin_charge:R:1
Cl 0.1209 -1.7079 -1.4197 0.13 -0.31 0.52 0.72
O -0.9089 0.7711 -0.4636 2.79 -2.22 0.38 -0.25
C -0.8337 1.2618 -1.7548 -3.65 2.46 1.77 -0.28
C 1.8925 -0.0413 -0.3401 -0.22 2.56 3.00 -0.12
C 0.1365 -0.9857 1.2695 0.09 -2.20 -0.46 -0.09
C 0.5854 -0.6679 -0.0966 -1.99 1.84 -2.02 -0.69
H 2.6405 -0.5483 0.2512 0.35 -0.55 0.02 0.09
H 1.8866 1.0004 0.1680 -0.17 -1.45 -0.85 0.14
H -1.0903 0.6886 -2.5777 -0.21 -2.39 -1.43 0.02
H -0.0059 1.8401 -2.0208 1.78 1.04 -0.04 0.04
H 0.8552 -1.3899 1.9795 0.78 0.75 -0.15 0.10
H -0.3993 -0.1576 1.6093 -0.77 1.28 0.92 0.07
H -1.7738 1.9880 -1.8156 1.75 -0.80 0.20 0.13
H 2.2128 0.0788 -1.3221 0.22 -0.01 -1.73 0.05
H -0.5044 -1.8494 1.2055 -0.88 -0.01 -0.14 0.07
```
Forces are in eV/Å.

Output
Charge: 0
Frontier orbital gap (eV): 9.139
HOMO energy (eV): -8.96
LUMO level (eV): 0.18

Here is 2 unconnected molecules or ions with the total composition C3H8BrISi from the Open Molecules 2025 dataset. Energies are from ωB97M-V with the def2-TZVPD basis set.

Geometry as XYZ:
```
14
Properties=species:S:1:pos:R:3:forces:R:3:lowdin_charge:R:1
I -2.0437 0.2206 2.3656 0.36 -0.04 -0.55 0.33
Br 2.0374 1.2101 2.0588 -0.15 -0.34 -0.18 0.53
Si -0.4794 0.3625 0.3944 -1.50 -0.42 -0.19 0.21
C 1.1398 -0.2606 1.0261 2.48 1.37 -1.63 -0.78
C -0.4227 2.1692 -0.2035 2.71 -1.17 3.52 -0.28
C -0.5914 -2.2476 -1.6834 -0.88 0.82 -0.84 0.05
H -0.7840 -1.9737 -2.7419 0.58 0.01 0.98 0.00
H 0.3565 -2.5127 -1.3002 1.02 0.01 -0.05 -0.05
H 1.9058 -0.5571 0.2446 -1.02 0.89 0.32 0.04
H -1.0313 2.4499 -0.9831 -0.92 0.44 -2.03 -0.02
H -0.6602 2.7905 0.6977 0.17 -0.47 -0.71 0.03
H 0.7120 2.2008 -0.2935 -1.36 0.67 -0.67 0.02
H 1.2546 -1.0812 1.6450 -0.79 -1.58 1.58 -0.03
H -1.3934 -2.7710 -1.2267 -0.70 -0.19 0.45 -0.04
```
Forces are in eV/Å.

Output
Charge: 0
Frontier orbital gap (alpha / beta) (eV): 8.082 / 7.486
HOMO energy (alpha / beta) (eV): -9.13 / -7.76
LUMO level (alpha / beta) (eV): -1.05 / -0.27

Here is 10 unconnected molecules or ions with the total composition C17H38Cl10N4O11 from the Open Molecules 2025 dataset. Energies are from ωB97M-V with the def2-TZVPD basis set.

Geometry as XYZ:
```
80
Properties=species:S:1:pos:R:3:forces:R:3:lowdin_charge:R:1
Cl 3.0040 3.8812 2.6378 -0.02 -0.02 -0.06 0.53
Cl 1.2345 6.0748 0.8972 0.08 0.11 -0.09 0.57
Cl 0.6011 -1.5509 2.0159 -0.21 -0.02 -0.16 0.58
Cl 4.5877 -4.2820 -2.9381 0.07 -0.16 0.02 0.56
Cl 4.6352 -3.2986 0.3358 0.08 0.14 0.01 0.55
Cl -2.3525 4.5146 -3.3032 0.02 -0.15 -0.06 0.54
Cl -1.1660 -0.7089 6.9309 0.17 0.07 0.11 0.54
Cl -1.0148 0.8326 -5.1339 0.06 -0.01 0.26 0.53
Cl 0.5003 1.2631 -1.2462 -0.22 0.09 -0.07 0.62
Cl -3.2611 0.8260 4.7802 -0.03 0.07 -0.04 0.55
O 1.7748 -1.4019 -3.1230 0.03 -0.08 0.10 0.04
O -3.7256 -3.0178 3.4755 0.11 -0.16 0.61 0.09
O -3.1541 4.6018 1.1700 -0.21 0.19 0.51 0.02
O -0.5337 -6.3098 0.1887 0.43 -0.27 0.31 0.09
O 0.0603 -2.6814 -3.4112 0.34 0.10 0.14 0.05
O -3.9603 2.6426 0.9436 -0.34 0.16 -0.29 0.03
O -2.9880 -2.4047 1.5605 0.26 -0.02 -0.13 0.04
O 4.3748 0.9631 -0.1530 -0.44 -0.03 -0.11 0.05
O 6.2096 0.2969 -1.0634 -0.17 0.07 -0.04 0.08
O -1.7258 2.8784 1.2556 0.19 -0.50 0.03 0.09
O -2.6332 -6.2180 -0.2649 0.05 0.15 0.15 0.04
N -1.5223 -5.7220 -0.1578 -0.55 0.12 -0.44 -0.45
N 5.5641 1.0453 -0.3559 0.56 -0.33 0.03 -0.44
N -3.6352 -3.1411 2.2829 -0.45 0.52 -0.49 -0.43
N 1.1372 -2.2197 -3.7501 -0.59 0.09 -0.06 -0.43
C -1.8344 -0.1539 4.3480 0.12 0.10 -0.22 -0.69
C 1.0088 0.0888 -0.0064 0.22 0.06 -0.06 -0.67
C 3.9377 -2.4049 -1.0517 -0.33 -0.44 0.46 -0.68
C 1.3870 3.5580 1.9277 -0.03 0.07 0.17 -0.65
C -2.8431 3.3152 1.1396 0.24 0.56 -0.07 -0.61
C 1.1772 4.3172 0.6419 0.26 -0.47 -0.19 -0.68
C -0.9843 2.5061 -4.4585 -0.17 -0.36 -0.45 -0.65
C -2.1293 5.4870 1.6245 0.12 0.60 -0.27 -0.04
C -1.6186 -1.2885 5.3044 -0.26 0.12 0.26 -0.67
C -0.1339 -0.3783 0.8411 -0.03 -0.43 0.66 -0.61
C 1.6551 -2.6870 -5.0628 0.92 0.48 0.41 0.05
C 4.7082 -2.6238 -2.3140 -0.24 0.80 -0.39 -0.68
C -2.3183 2.7855 -3.8123 0.14 0.49 0.14 -0.65
C -3.8502 1.2951 0.5392 -0.22 -0.76 -0.14 -0.03
C -4.4639 -4.1816 1.6381 -0.17 -0.63 -0.14 0.05
C 6.2868 2.1273 0.3433 -0.53 0.48 0.68 0.05
C -1.3553 -4.2962 -0.5469 0.60 -0.10 -0.36 0.04
H 1.7297 -3.7629 -4.9687 -0.39 -0.12 -0.48 0.10
H 1.0116 -2.2558 -5.8192 -0.31 -0.50 -0.12 0.10
H 5.7440 -2.3139 -2.2179 0.11 -0.30 0.06 0.07
H -0.9254 -3.7639 0.2963 -0.20 0.05 0.10 0.08
H -2.8255 1.0315 0.3072 0.18 -0.03 0.10 0.07
H 3.8986 -1.3495 -0.7961 0.20 0.03 -0.02 0.04
H 2.9189 -2.7743 -1.1435 -0.01 0.01 -0.10 0.05
H -4.2443 -4.2321 0.5813 0.11 0.11 -0.05 0.08
H 5.9549 3.0683 -0.0917 0.26 -0.05 -0.23 0.11
H -4.4656 1.1331 -0.3479 0.01 0.26 0.03 0.10
H -0.5990 0.3739 1.4683 -0.02 0.32 -0.24 0.05
H -0.6147 -4.3021 -1.3469 -0.07 0.04 0.01 0.09
H 1.4338 -0.7681 -0.5188 0.14 0.09 -0.15 0.04
H 4.2419 -1.9852 -3.0659 0.11 -0.01 -0.02 0.05
H -2.4757 2.2158 -2.9036 0.01 -0.23 -0.07 0.05
H 0.6537 3.8252 2.6828 -0.02 -0.02 -0.01 0.06
H -0.1523 2.5904 -3.7695 0.04 -0.04 0.03 0.04
H -2.0164 -0.5508 3.3511 -0.01 -0.06 0.01 0.03
H -0.8873 -0.9157 0.2749 -0.05 -0.02 -0.05 0.06
H -4.2520 -5.1378 2.1086 0.07 0.06 0.09 0.11
H 0.2213 4.0658 0.1901 -0.13 -0.01 0.24 0.04
H -3.1259 2.6396 -4.5204 -0.09 -0.05 0.05 0.07
H -0.9675 0.5017 4.3259 -0.03 0.09 -0.02 0.07
H -1.4490 5.0294 2.3370 -0.05 -0.22 -0.10 0.08
H 1.7659 0.5786 0.5974 0.11 -0.07 -0.02 0.05
H -0.8097 -1.9176 4.9446 -0.06 -0.13 -0.02 0.06
H 5.9110 2.1436 1.3664 0.08 -0.16 -0.04 0.10
H 1.9485 4.0203 -0.0678 0.08 0.31 -0.02 0.06
H -4.2471 0.6622 1.3278 0.16 -0.09 0.16 0.09
H 2.6521 -2.2727 -5.1911 -0.02 0.00 0.11 0.09
H -0.8323 3.1254 -5.3356 0.05 0.28 0.16 0.06
H -2.5429 -1.8364 5.4456 0.09 -0.26 -0.17 0.05
H 7.3504 1.9573 0.3130 0.13 0.00 -0.26 0.10
H -2.6210 6.3290 2.1067 -0.16 -0.09 -0.03 0.10
H -1.5775 5.8719 0.7644 0.05 -0.17 0.12 0.07
H -2.2919 -3.9058 -0.9121 -0.16 0.09 0.18 0.09
H -5.5080 -3.9342 1.8070 0.04 0.15 0.10 0.11
H 1.3542 2.4864 1.7513 -0.15 0.01 -0.09 0.05
```
Forces are in eV/Å.

Output
Charge: 0
SMILES string: C[N+](=O)[O-].C[N+](=O)[O-].C[N+](=O)[O-].C[N+](=O)[O-].COC(=O)OC.ClCCCl.ClCCCl.ClCCCl.ClCCCl.ClCCCl
Frontier orbital gap (eV): 10.189
HOMO energy (eV): -10.48
LUMO level (eV): -0.29